(1)
C29H32IN5S4Y | ωB97M-V with the def2-TZVPD basis set

Positions of all 72 atoms, in Å:
Y1 -0.70235 0.05675 0.43417
S1 -2.51879 -0.05652 -1.52236
C1 -1.40035 0.20522 -2.87329
C2 -1.49230 -0.59002 -4.01672
C3 -0.62908 -0.41399 -5.08254
C4 0.34818 0.57286 -5.04026
C5 0.45242 1.38164 -3.92303
C6 -0.40619 1.18432 -2.85111
S2 -0.31332 2.20930 -1.39584
C7 1.46935 2.43094 -1.16497
C8 1.83078 2.43158 0.29391
C9 2.54679 3.47897 0.84146
C10 3.01014 3.36150 2.14533
C11 2.81688 2.17177 2.81602
C12 2.10442 1.15223 2.19016
C13 2.13554 -0.21682 2.81640
S3 0.81293 -1.40130 2.40907
C14 1.70003 -2.63676 1.49018
C15 2.30900 -3.64394 2.23998
C16 3.04423 -4.63471 1.62014
C17 3.15716 -4.61415 0.23352
C18 2.53841 -3.63023 -0.50949
C19 1.78532 -2.61179 0.09243
S4 1.00314 -1.45070 -0.97468
N1 1.53388 1.31575 0.99203
H1 -2.25149 -1.36010 -4.05051
H2 -0.72098 -1.05074 -5.95217
H3 1.01924 0.71681 -5.87574
H4 1.19925 2.16469 -3.89317
H5 1.80496 3.35046 -1.63985
H6 1.96497 1.57928 -1.63734
H7 2.74842 4.36254 0.25267
H8 3.55327 4.17283 2.61159
H9 3.22681 2.01558 3.80424
H10 2.20286 -0.12471 3.89960
H11 3.05446 -0.70160 2.47894
H12 2.19524 -3.63815 3.31684
H13 3.51751 -5.41246 2.20276
H14 3.72726 -5.38138 -0.27432
H15 2.61979 -3.63201 -1.58833
I1 -0.75318 1.23195 4.40413
C20 -1.70235 2.46977 3.02920
C21 -2.27130 3.64801 3.49028
C22 -3.01271 4.40947 2.60309
C23 -3.17810 3.95655 1.30463
C24 -2.55774 2.77908 0.93581
N2 -1.80206 2.04691 1.77334
H16 -2.14440 3.94584 4.52040
H17 -3.46736 5.33475 2.93115
H18 -3.77225 4.50126 0.58570
H19 -2.67186 2.38158 -0.06643
C25 -3.66532 -3.44445 -0.55896
N3 -3.04418 -2.88566 0.63656
C26 -1.70703 -3.38511 0.91418
C27 -3.43985 -1.70437 1.15729
N4 -2.54746 -0.85365 1.63400
N5 -4.77168 -1.43490 1.16909
C28 -5.77989 -2.46602 1.35803
C29 -5.23126 -0.06833 1.32261
H20 -2.93302 -3.44419 -1.36922
H21 -4.50321 -2.83011 -0.87135
H22 -4.00307 -4.46657 -0.37951
H23 -1.72099 -4.47229 0.83565
H24 -1.41377 -3.11008 1.92481
H25 -0.97746 -3.00670 0.18822
H26 -2.99852 -0.19946 2.26365
H27 -5.30544 -3.43425 1.48601
H28 -6.46372 -2.51524 0.50829
H29 -6.36003 -2.24521 2.25703
H30 -5.30183 0.23635 2.37404
H31 -6.22363 0.01619 0.88175
H32 -4.56354 0.60754 0.79017

Properties
E_LUMO   -2.575 eV
Energy   -3326.84326 Ha
HOMO-LUMO gap   7.15 eV
Net charge   +1
Largest force on an atom   0.23 eV Å⁻¹
Relative energy (zero: lowest compared OMol25 entry of this formula, charge and spin)   6.9 kcal per mole

Löwdin atomic charge list, values in e, 6 entries:
1 Y 0.876
2 S 0.554
3 C -0.709
4 C -0.109
5 C -0.067
6 C -0.071

***

(2)
C29H32InN4O10 | ωB97M-V with the def2-TZVPD basis set

Positions of all 76 atoms, in Å:
C1 -0.11035 0.17404 -1.51659
C2 0.43466 0.89591 -2.74813
O1 1.87002 0.86085 -2.71315
C3 -0.10625 0.31129 -4.04178
O2 -1.47331 -0.00055 -3.97161
In1 -2.70490 1.64711 -3.73094
N1 -4.68360 1.17883 -4.32253
O3 -2.63424 2.21207 -1.72397
C4 -2.09373 3.36254 -5.05427
C5 -0.97328 4.07997 -4.46038
O4 0.19284 3.75124 -4.53722
C6 -1.30844 5.31695 -3.66367
C7 -1.25847 5.32707 -2.27182
C8 -1.53926 6.50565 -1.59044
C9 -1.85844 7.67257 -2.27689
C10 -1.91950 7.65622 -3.66852
C11 -1.65259 6.48015 -4.35700
H1 0.67812 -0.36247 -0.99699
H2 -0.88974 -0.54153 -1.76639
H3 -0.53836 0.88134 -0.81097
H4 0.18754 1.94915 -2.65174
H5 2.10414 -0.05115 -2.91244
H6 0.09825 0.99515 -4.86908
H7 0.45941 -0.61512 -4.23873
H8 -5.26559 2.00083 -4.22311
H9 -5.05420 0.44497 -3.73234
H10 -3.34592 2.83970 -1.57501
H11 -2.95889 4.01622 -5.10225
H12 -1.81767 3.00286 -6.04095
H13 -1.01547 4.41473 -1.75031
H14 -1.49709 6.50837 -0.51109
H15 -2.05966 8.58910 -1.74566
H16 -2.16435 8.55173 -4.21991
H17 -1.70394 6.45154 -5.43480
C12 -4.60708 -0.90208 2.25750
C13 -4.29014 -2.14064 2.80383
C14 -3.06097 -2.72137 2.54043
C15 -2.16582 -2.03815 1.73694
C16 -2.46206 -0.80685 1.18062
C17 -3.69774 -0.23939 1.44364
N2 -0.85408 -2.63489 1.45347
O5 -0.61273 -3.74859 1.89516
O6 -0.07632 -1.97921 0.80059
H18 -5.56982 -0.45341 2.46480
H19 -5.00220 -2.65545 3.43413
H20 -2.80661 -3.68575 2.95487
H21 -1.75289 -0.30118 0.54121
H22 -3.94677 0.71777 1.00690
C18 2.51095 -4.44932 4.57318
C19 2.86077 -4.73471 5.88713
C20 1.99507 -4.41874 6.92132
C21 0.78607 -3.81968 6.61666
C22 0.42278 -3.52142 5.31575
C23 1.29474 -3.84091 4.28723
N3 -0.14391 -3.49930 7.71042
O7 0.20848 -3.75260 8.84654
O8 -1.21291 -3.00184 7.41847
H23 3.18988 -4.70096 3.76859
H24 3.80952 -5.20514 6.10608
H25 2.25799 -4.63664 7.94538
H26 -0.52582 -3.05054 5.10235
H27 1.02367 -3.61857 3.26579
C24 4.80454 -0.39933 -1.22169
C25 5.10513 -0.22329 0.12260
C26 5.20188 -1.31938 0.96382
C27 4.99455 -2.58187 0.43838
C28 4.69377 -2.77945 -0.89689
C29 4.59713 -1.67555 -1.72858
N4 5.09570 -3.74869 1.32712
O9 5.32905 -3.54786 2.50387
O10 4.93151 -4.84976 0.84002
H28 4.71534 0.46116 -1.87150
H29 5.25478 0.77157 0.51781
H30 5.42664 -1.19042 2.01180
H31 4.52793 -3.77422 -1.28191
H32 4.35226 -1.81066 -2.77317

Properties
E_LUMO   1.098 eV
Energy   -2285.63188 Ha
HOMO-LUMO gap   6.78 eV
Net charge   -1
Largest force on an atom   0.87 eV Å⁻¹

Löwdin atomic charge list, values in e, 6 entries:
1 C -0.054
2 C -0.413
3 O -0.058
4 C -0.323
5 O -0.327
6 In 0.852

***

(3)
C29H33AsCdN9OS3SbSe4 | ωB97M-V with the def2-TZVPD basis set

Positions of all 82 atoms, in Å:
Cd1 -0.63196 0.63430 0.32203
S1 -2.26118 0.56541 3.65248
C1 -3.21221 0.77680 2.27059
N1 -2.86193 0.79227 0.99498
C2 -3.96051 0.97220 0.14617
C3 -3.92703 0.99833 -1.24636
C4 -5.10131 1.18679 -1.95271
C5 -6.31634 1.35077 -1.28803
C6 -6.37209 1.31328 0.09548
C7 -5.19177 1.11921 0.79926
S2 -4.94150 1.01054 2.51229
H1 -2.98968 0.85192 -1.76588
H2 -5.05538 1.16823 -3.03414
H3 -7.22531 1.49249 -1.86024
H4 -7.31088 1.42935 0.62404
N2 -0.55326 3.64789 -2.18353
C8 -0.20281 4.16613 -1.03113
N3 0.03461 5.49078 -0.95991
C9 0.43179 5.92251 0.21926
N4 0.65633 7.26153 0.34739
N5 0.64080 5.17986 1.31439
C10 0.36492 3.88757 1.13607
N6 -0.06710 3.31695 0.03594
C11 0.63265 2.99953 2.31096
C12 0.99481 3.54186 3.53511
C13 1.27337 2.68316 4.58519
C14 1.15059 1.32432 4.39635
C15 0.72667 0.86628 3.15803
N7 0.54050 1.67621 2.11828
H5 -0.60647 4.19896 -3.02475
H6 -0.62756 2.63775 -2.28503
H7 0.68275 7.80725 -0.49382
H8 1.13905 7.57721 1.16709
H9 1.06349 4.61462 3.62948
H10 1.57851 3.08010 5.54599
H11 1.32481 0.61621 5.19491
H12 0.63507 -0.19497 2.95884
C16 0.05296 -4.18802 -2.97693
N8 -0.73219 -3.84766 -1.79464
N9 -0.04754 -3.25605 -0.73610
C17 -0.92709 -2.36556 -0.08249
O1 -0.60201 -1.73722 0.92950
C18 -2.14478 -2.41161 -0.82521
C19 -1.95917 -3.25551 -1.87318
C20 -2.85708 -3.54767 -3.01947
C21 0.86817 -4.04236 -0.00474
C22 1.78648 -3.40222 0.82440
C23 2.64477 -4.16037 1.60372
C24 2.61681 -5.54900 1.55201
C25 1.72606 -6.17702 0.69557
C26 0.85194 -5.43222 -0.08288
H13 0.99042 -4.63403 -2.65430
H14 0.24558 -3.30787 -3.59925
H15 -0.50702 -4.91469 -3.56376
H16 -3.01066 -1.80255 -0.62810
H17 -3.81956 -3.06631 -2.86944
H18 -2.98665 -4.62526 -3.14115
H19 -2.43912 -3.13504 -3.94263
H20 1.80494 -2.32167 0.84717
H21 3.34947 -3.65881 2.25499
H22 3.28034 -6.13352 2.17718
H23 1.70103 -7.25842 0.63498
H24 0.14082 -5.91856 -0.73691
C27 4.15481 2.03458 0.71311
As1 3.54485 0.18111 0.80424
C28 4.42047 -0.21471 2.54953
C29 4.91357 -0.65343 -0.30729
S3 1.62621 0.02159 -0.78660
H25 5.24730 2.06016 0.71834
H26 3.79218 2.57712 1.58797
H27 3.77726 2.51220 -0.18846
H28 5.49141 -0.03458 2.42857
H29 4.26414 -1.24953 2.84786
H30 4.03323 0.45297 3.31899
H31 5.90596 -0.37763 0.05812
H32 4.79684 -0.32752 -1.33873
H33 4.80477 -1.73708 -0.26383
Se1 0.35479 -1.53734 -5.68707
Sb1 -1.08377 0.20220 -4.70315
Se2 -0.32654 0.27674 -2.20910
Se3 -0.76701 2.50067 -5.50025
Se4 -3.43182 -0.50193 -4.97573

Properties
E_LUMO   3.755 eV
Energy   -15137.24348 Ha
HOMO-LUMO gap   5.44 eV
Net charge   -2
Largest force on an atom   1.52 eV Å⁻¹
Relative energy (zero: lowest compared OMol25 entry of this formula, charge and spin)   30.4 kcal per mole

Löwdin atomic charge list, values in e, 6 entries:
1 Cd 1.162
2 S 0.474
3 C -1.196
4 N -0.086
5 C -0.332
6 C -0.044